C49H61NO39 | ωB97M-V/def2-TZVPD

Element x y z (Å)
C: -0.03107 1.94756 -4.74546
C: -0.08706 3.02399 -3.48915
C: -1.50919 3.50936 -2.76234
C: -1.44639 4.54966 -1.48660
C: 0.03481 5.06856 -1.01260
C: 0.06363 6.08695 0.31207
C: 0.01299 5.05750 1.62786
C: 1.25333 4.53567 2.28116
C: 2.83853 4.78419 1.93507
N: 3.25104 6.24383 1.86212
C: 0.53657 3.58554 3.44702
O: 1.29237 2.65618 4.06643
O: -0.92351 3.86240 3.65575
C: -1.35349 4.44529 2.35175
O: -2.55296 4.47959 1.76410
C: 1.47302 4.63772 -1.70492
C: 1.39063 3.59338 -2.97489
H: 0.98442 2.17336 -5.32750
H: -0.97270 1.97793 -5.44304
H: 0.06549 0.83751 -4.35949
H: -2.56367 3.13144 -3.12272
H: -2.40070 4.92848 -0.87885
H: 1.07732 6.67072 0.22961
H: -0.88142 6.79927 0.32842
H: 3.08670 4.22394 0.91064
H: 3.46722 4.31555 2.83430
H: 4.13703 6.40346 2.40152
H: 3.41607 6.49203 0.84983
H: 2.44891 5.09589 -1.24763
H: 2.35870 3.20782 -3.50760
C: -5.43759 2.60551 4.08998
C: -5.15069 3.46132 2.89907
O: -6.22847 3.17767 2.02726
C: -7.25864 2.72905 2.80259
O: -8.39685 2.55303 2.40111
O: -6.84921 2.50425 4.08529
H: -5.08437 3.05625 5.02149
H: -5.01088 1.60143 3.99604
H: -5.16192 4.52968 3.13947
H: -4.19541 3.21292 2.42855
C: -2.52057 -1.24452 -6.39740
C: -3.06451 -2.00307 -5.23047
O: -3.15954 -1.01889 -4.21830
C: -3.24690 0.18978 -4.84689
O: -3.51040 1.24033 -4.28600
O: -3.00205 0.06916 -6.18442
H: -2.87775 -1.63812 -7.35299
H: -1.42583 -1.22231 -6.40828
H: -4.06308 -2.40877 -5.42424
H: -2.40434 -2.81726 -4.91914
C: 1.92078 -3.37672 -6.10374
C: 1.02247 -4.13090 -5.17787
O: -0.27354 -3.78341 -5.62702
C: -0.15285 -3.40550 -6.93327
O: -1.09456 -3.20398 -7.68176
O: 1.15847 -3.28364 -7.29252
H: 2.86323 -3.89983 -6.28755
H: 2.13895 -2.36585 -5.74370
H: 1.14797 -5.21535 -5.26464
H: 1.16217 -3.83940 -4.13329
C: 1.88071 -1.66709 -1.50853
C: 1.84753 -0.17873 -1.37943
O: 2.34591 0.26727 -2.62635
C: 2.12420 -0.73669 -3.52444
O: 2.27493 -0.62813 -4.72992
O: 1.71110 -1.87694 -2.89782
H: 1.08056 -2.15210 -0.94269
H: 2.84204 -2.09222 -1.20162
H: 0.83121 0.20685 -1.24632
H: 2.47472 0.18192 -0.55953
C: -5.52188 0.51414 -0.72484
C: -6.23417 -0.79620 -0.63193
O: -5.18095 -1.74097 -0.64787
C: -4.06163 -1.09501 -0.20796
O: -3.00942 -1.64839 0.06464
O: -4.27379 0.25008 -0.11206
H: -6.05057 1.31373 -0.19874
H: -5.34857 0.82346 -1.76088
H: -6.79158 -0.90361 0.30458
H: -6.91511 -0.96013 -1.47164
C: -4.34213 -2.53503 3.17223
C: -4.88606 -3.29358 4.33917
O: -4.98109 -2.30941 5.35134
C: -5.06846 -1.10073 4.72275
O: -5.33195 -0.05018 5.28364
O: -4.82360 -1.22135 3.38522
H: -4.69930 -2.92863 2.21665
H: -3.24738 -2.51283 3.16135
H: -5.88464 -3.69929 4.14540
H: -4.22590 -4.10777 4.65050
C: 8.10831 5.08372 1.54267
C: 7.21000 4.32953 2.46854
O: 5.91399 4.67703 2.01939
C: 6.03468 5.05493 0.71315
O: 5.09297 5.25646 -0.03535
O: 7.34601 5.17679 0.35390
H: 9.05076 4.56060 1.35886
H: 8.32648 6.09458 1.90271
H: 7.33550 3.24509 2.38177
H: 7.34970 4.62104 3.51313
C: 5.10059 -5.97280 -4.56746
C: 4.55665 -6.73134 -3.40053
O: 4.46162 -5.74717 -2.38836
C: 4.37426 -4.53850 -3.01695
O: 4.11077 -3.48794 -2.45606
O: 4.61912 -4.65911 -4.35448
H: 4.74341 -6.36639 -5.52305
H: 6.19534 -5.95059 -4.57834
H: 3.55808 -7.13705 -3.59430
H: 5.21682 -7.54554 -3.08920
C: -3.23939 -7.79600 5.74984
C: -4.51468 -8.41343 5.27510
O: -5.03877 -7.43974 4.39228
C: -3.98459 -6.68819 3.95923
O: -4.04750 -5.86763 3.05900
O: -2.85135 -6.97539 4.66404
H: -2.47028 -8.54268 5.96566
H: -3.38319 -7.16696 6.63456
H: -4.34801 -9.34200 4.71897
H: -5.21201 -8.60995 6.09411
C: 7.07211 -9.05837 0.51997
C: 7.66406 -7.71482 0.79827
O: 8.15302 -7.30659 -0.46521
C: 7.43880 -7.98985 -1.40686
O: 7.48007 -7.75937 -2.60388
O: 6.67211 -8.96339 -0.83426
H: 6.21510 -9.27711 1.16288
H: 7.80489 -9.86637 0.61625
H: 6.91628 -6.99089 1.13893
H: 8.47408 -7.76074 1.53136
C: 7.20026 5.85201 8.25963
C: 6.30457 6.29838 7.14990
O: 7.03741 5.96531 5.98623
C: 7.89906 4.96471 6.33265
O: 8.56312 4.32145 5.53708
O: 7.91974 4.77742 7.68468
H: 6.64068 5.51808 9.13770
H: 7.90899 6.62945 8.56353
H: 5.35342 5.75577 7.13633
H: 6.10076 7.37207 7.18595
C: -7.73844 4.50036 -2.78424
C: -9.12564 4.38092 -2.24166
O: -9.31975 2.98236 -2.14957
C: -8.08130 2.41466 -2.06234
O: -7.87869 1.24063 -1.80102
O: -7.09984 3.33200 -2.30458
H: -7.22652 5.39727 -2.42486
H: -7.71533 4.49171 -3.87899
H: -9.22279 4.81809 -1.24229
H: -9.87095 4.83341 -2.90153

Force components x, y, z for each atom (eV/Å):
C 0.586 0.276 0.634
C 0.280 1.922 2.341
C 3.491 1.601 1.698
C 4.047 -1.431 -2.150
C -0.543 -1.372 -1.768
C -0.515 -2.021 -0.521
C 3.486 -0.491 1.261
C -6.094 1.020 -0.617
C 0.339 -0.939 0.815
N -0.210 -0.828 -0.659
C 5.613 -3.345 1.501
O -5.985 5.996 -3.361
O 1.672 -0.128 -3.504
C -2.423 1.109 -3.672
O 7.865 -0.382 4.815
C -4.670 -1.667 -1.429
C -3.582 1.265 2.255
H -2.423 -0.514 1.095
H 1.897 0.262 1.402
H -0.251 2.284 -0.555
H 2.534 0.650 0.634
H 2.342 -1.044 -1.600
H -2.119 -1.110 0.744
H 2.120 -1.535 -0.101
H -0.638 1.054 2.410
H -1.618 0.652 -2.174
H -1.323 -0.452 -0.980
H -0.023 -0.401 1.813
H -1.951 -1.098 -1.202
H -2.102 0.855 1.141
C 1.017 -0.326 0.523
C 1.125 0.438 -0.069
O -1.117 -0.455 0.239
C -1.893 -0.376 -0.428
O 2.253 0.377 0.708
O -0.813 0.231 -1.046
H -0.230 -0.146 -0.074
H -0.142 0.356 0.029
H 0.005 -0.043 -0.082
H -0.446 0.104 0.007
C 0.452 -0.478 -1.000
C -0.039 -1.283 0.015
O -0.065 1.284 -0.166
C -0.438 1.662 0.891
O 0.484 -2.053 -1.088
O -0.436 0.555 1.239
H 0.139 0.296 0.214
H -0.240 0.116 0.019
H 0.060 0.069 0.008
H -0.168 0.261 0.075
C 1.358 0.356 0.401
C 0.554 -0.577 1.072
O -0.326 0.398 -1.051
C -1.072 0.227 -1.517
O 1.901 -0.646 1.476
O -1.593 -0.202 -0.159
H -0.218 0.076 -0.146
H -0.069 -0.306 -0.076
H -0.081 0.017 -0.056
H -0.192 0.018 -0.233
C 0.110 -0.762 1.194
C -0.422 0.585 1.079
O 0.040 -0.808 -1.245
C 0.366 0.296 -1.485
O -0.288 -0.040 2.342
O 0.133 0.941 -0.955
H 0.044 0.028 -0.277
H -0.174 0.066 -0.143
H 0.094 0.016 -0.042
H -0.036 0.058 -0.280
C -0.583 1.176 -0.396
C -1.310 -0.048 -0.221
O 1.276 0.104 0.384
C 1.649 -0.534 0.374
O -1.963 0.954 -0.444
O 0.647 -1.418 0.228
H 0.351 -0.177 -0.017
H 0.005 -0.060 0.144
H 0.048 0.032 -0.049
H 0.276 -0.087 0.216
C 0.609 -0.700 -1.053
C -0.087 -1.186 0.085
O -0.058 1.230 -0.158
C -0.474 1.742 0.965
O 0.561 -2.406 -1.007
O -0.429 0.493 1.144
H 0.102 0.232 0.133
H -0.132 -0.005 -0.039
H 0.090 0.026 0.003
H -0.176 0.372 0.069
C 1.124 0.211 0.261
C 0.507 -0.565 1.179
O -0.246 0.469 -1.153
C -1.467 0.272 -1.453
O 2.158 -0.487 1.293
O -1.258 -0.099 -0.041
H -0.212 0.131 -0.135
H -0.032 -0.086 -0.024
H -0.024 0.108 -0.017
H -0.155 -0.104 -0.232
C 0.645 -0.587 -0.911
C -0.095 -1.340 0.008
O -0.046 1.192 -0.207
C -0.413 1.849 1.051
O 0.640 -2.280 -1.222
O -0.445 0.464 1.031
H 0.010 0.239 0.115
H -0.119 -0.035 0.058
H 0.025 0.094 0.004
H -0.134 0.276 0.038
C 0.606 -0.287 0.950
C -0.523 -0.955 0.422
O 0.632 0.761 -0.401
C -0.148 1.482 -1.879
O 0.151 -1.837 1.990
O -0.685 0.328 -0.705
H -0.019 0.240 -0.137
H -0.001 -0.050 -0.082
H -0.004 0.093 0.036
H -0.008 0.117 -0.253
C -0.243 -0.830 0.821
C 0.159 0.491 1.071
O -0.401 -0.501 -1.011
C 0.206 0.507 -2.034
O -0.134 -0.487 2.486
O 0.400 0.755 -0.726
H 0.063 -0.010 -0.274
H -0.057 0.079 -0.030
H 0.061 -0.068 -0.055
H -0.044 0.112 -0.255
C -0.051 0.348 1.116
C -1.053 0.666 0.164
O 0.824 -0.733 -0.068
C 1.269 -1.249 -1.251
O -1.431 1.397 1.617
O 0.092 -0.106 -1.190
H 0.209 -0.090 -0.166
H -0.055 -0.070 -0.043
H 0.102 0.038 -0.005
H 0.077 -0.192 -0.194
C 0.481 0.918 -0.495
C -0.768 0.856 0.174
O 0.887 -0.725 -0.010
C 0.257 -2.020 0.511
O -0.680 2.581 -0.721
O -0.591 -0.926 0.324
H 0.061 -0.278 -0.018
H 0.003 -0.023 0.091
H 0.029 -0.074 -0.078
H 0.031 -0.245 0.125

Net charge: 0
DFT total energy (eV): -133131.99445
Gap between HOMO and LUMO (eV): 6.802
LUMO energy (eV): -0.7825

These are the Löwdin partial charges, in e, on atoms 1 to 8:
1. C -0.10
2. C -0.15
3. C 0.00
4. C -0.02
5. C -0.15
6. C -0.11
7. C -0.01
8. C 0.01